This record from OMol25 describes C2H3N3O2 in the gas phase. The level of theory is ωB97M-V/def2-TZVPD.

Results
E_HOMO (Eh): -0.390
Lowest unoccupied orbital energy (eV): 0.5
Energy (a.u.): -392.6552
ΔE to the lowest compared entry with this formula, charge and spin (kJ/mol): 363.3

```
! wB97M-V def2-TZVPD RIJCOSX def2/J DEFGRID3
* xyz 0 1
C 1.700 0.169 0.013
O 0.634 -0.748 -0.057
C -0.605 -0.444 0.019
N -1.595 -1.249 -0.013
N -2.718 -0.469 -0.005
N -2.355 0.737 0.015
O -1.033 0.839 -0.068
H 1.880 0.522 1.099
H 2.674 -0.371 -0.352
H 1.418 1.014 -0.652
*
```

Atomic partial charges in e from the natural (NBO) method, atoms 1 to 8: C -0.2667; O -0.4616; C 0.7335; N -0.3674; N -0.0262; N 0.0662; O -0.2987; H 0.1995